a | This record from OMol25 describes a structure of composition C3H9N5. The level of theory is wB97M-V/def2-TZVPD.

The HOMO-LUMO gap is 8.2 eV. The calculation puts the HOMO energy at -8.283 eV. As for the molar mass: 115.14 g/mol.

Geometry as ORCA input:
```
! wB97M-V def2-TZVPD RIJCOSX def2/J DEFGRID3
* xyz 0 1
C -1.84 -0.75 -0.45
C -1.02 0.54 -0.42
C 1.44 0.19 -0.23
H -0.65 -0.86 1.61
H -2.26 -1.04 2.71
H -1.95 -1.24 -1.36
H -0.96 0.87 0.55
H -1.57 1.45 -0.93
H 0.62 1.08 -1.64
H 3.34 0.32 -0.60
H 2.66 0.67 -2.38
H 2.28 -0.29 1.53
N -1.80 -0.42 1.95
N -2.37 -1.13 0.76
N 0.26 0.20 -1.08
N 2.49 0.42 -1.08
N 1.34 -0.01 1.08
*
```

b | This record from OMol25 describes the molecule C3H9N5. The level of theory is wB97M-V/def2-TZVPD.

The HOMO-LUMO gap is 9.7 eV. The calculation puts the HOMO energy at -8.880 eV. As for the molar mass: 115.14 g/mol. As for the SMILES: [H]/N=C(\N)CNN/C=N/[H].

Geometry as ORCA input:
```
! wB97M-V def2-TZVPD RIJCOSX def2/J DEFGRID3
* xyz 0 1
H -2.11 -2.95 -1.41
N -1.73 -1.81 -1.40
C -1.09 -1.25 -0.41
N -0.24 -1.85 0.53
C -0.80 0.22 -0.51
N 0.71 0.44 -0.95
N 1.02 1.65 -0.39
C 0.98 1.92 1.00
N 1.15 0.77 1.75
H 0.91 1.09 2.80
H 0.09 -1.26 1.30
H -0.42 -2.66 0.81
H -0.98 0.49 0.65
H -1.75 0.70 -1.05
H 1.03 -0.41 -0.62
H 1.42 2.27 -0.99
H 1.00 3.05 1.26
*
```

c | This record from OMol25 describes the molecule C3H9N5. The level of theory is wB97M-V/def2-TZVPD.

The HOMO-LUMO gap is 9.7 eV. The calculation puts the HOMO energy at -8.794 eV. As for the molar mass: 115.14 g/mol. As for the SMILES: C/N=C(\C=N/N)NN.

Geometry as ORCA input:
```
! wB97M-V def2-TZVPD RIJCOSX def2/J DEFGRID3
* xyz 0 1
C -2.38 0.05 -0.03
N -1.36 -0.90 -0.30
C -0.20 -0.69 0.14
C 0.28 0.45 1.00
N 0.95 1.46 0.55
N 1.08 1.48 -0.87
N 0.82 -1.59 -0.17
N 2.16 -1.22 -0.02
H -3.10 -0.31 0.74
H -3.01 0.22 -0.95
H -2.00 1.01 0.38
H -0.01 0.41 2.07
H 1.21 2.38 -1.23
H 0.21 1.02 -1.24
H 0.59 -2.24 -0.88
H 2.46 -1.32 1.02
H 2.31 -0.19 -0.22
*
```

c (41.5 kcal/mol below the next structure)